19
Properties=species:S:1:pos:R:3:nbo_charge:R:1 method="wB97M-V/def2-TZVPD" orbital_gap_ev=9.831 homo_ha=-0.3358 energy_ha=-298.05088 de_lowest_kj_mol=85.34
B -0.9607 0.4868 0.2808 0.736
C 1.6961 -0.1804 0.6820 -0.158
C 0.3304 -0.3977 -0.0638 -0.382
C 2.3141 0.9915 0.5857 -0.410
C 0.2188 0.3158 -1.3524 -0.085
C -0.4159 1.3925 -0.8012 -0.481
C -2.4658 0.4340 0.6447 -0.969
C 0.1945 -1.9269 -0.2047 -0.618
H 1.9618 -1.1389 1.1632 0.209
H 1.6824 1.8299 0.0663 0.203
H 3.2308 1.2378 0.9526 0.197
H 0.6885 0.0185 -2.2294 0.213
H -0.5499 2.2767 -1.4018 0.205
H -3.1363 0.5249 -0.1794 0.252
H -2.4717 1.3444 1.2730 0.245
H -2.6840 -0.3496 1.3174 0.226
H -0.6409 -2.1862 -0.8022 0.203
H -0.0249 -2.2495 0.7909 0.209
H 1.0327 -2.4236 -0.7217 0.206